Entry from the OMol25 dataset: an isolated ion of composition C6H13N2 and charge +1 in a non-equilibrium geometry (ωB97M-V/def2-TZVPD).

Each line ends with the natural charge from an NBO analysis.
Element x y z (Å)
C  -1.4831  -0.2172  0.3862  0.262
C  -0.2126  -0.9715  0.7830  -0.132
C  -0.9252  1.6137  -1.0810  0.343
C  0.3427  -0.6364  2.2525  -0.609
C  -0.6156  2.9333  -0.4993  -0.679
C  0.6713  -1.4676  -1.5007  -0.424
N  -1.5434  0.6954  -0.4577  -0.304
N  0.7884  -0.6468  -0.2239  -0.632
H  -2.4110  -0.5958  1.0417  0.251
H  -0.3370  -2.0234  0.8385  0.224
H  -0.8558  1.5440  -2.1591  0.232
H  0.1215  -1.5065  2.8615  0.234
H  -0.2046  0.2121  2.6442  0.219
H  1.4479  -0.4898  2.4051  0.251
H  0.3391  3.1526  -0.3230  0.270
H  -1.2601  3.1848  0.3215  0.253
H  -0.9651  3.5568  -1.2716  0.256
H  -0.2714  -1.4142  -1.9339  0.189
H  1.4440  -0.9677  -2.1906  0.216
H  0.9427  -2.4637  -1.3920  0.198
H  1.7119  -0.7795  0.0500  0.381

Computed properties:
- SMILES: CC=[N+]=C[C@H](C)NC
- HOMO-LUMO gap: 8.901 eV
- Total charge: +1
- Relative energy (zero: lowest compared OMol25 entry of this formula, charge and spin): 3.023 eV
- E_tot: -9403.84436 eV
- Multiplicity: 1
- Largest force on an atom: 4.46 eV/Å